This record from OMol25 describes a molecular structure, C32H34AsN3O8SW. The level of theory is ωB97M-V/def2-TZVPD.

Each line ends with the Löwdin charge.
Atoms and positions in Å:
W 0.36247 -0.35113 -0.00050  1.919
C 3.19365 -1.99254 -1.71890  0.018
C 2.15860 -2.20298 -0.66917  -0.274
C 0.84735 -2.62952 -0.97668  -0.046
C -0.05815 -3.05946 0.03438  -0.268
C -1.24949 -3.86870 -0.33514  0.019
C 0.25584 -2.74452 1.35675  -0.029
C 1.52149 -2.21991 1.70716  -0.247
C 1.92743 -2.11298 3.12840  0.022
C 2.42954 -1.90319 0.66803  -0.016
H 2.82350 -2.21700 -2.71715  0.104
H 4.03163 -2.66577 -1.51541  0.133
H 3.59391 -0.97704 -1.68242  0.108
H 0.58951 -2.83048 -2.00939  0.151
H -0.89526 -4.89177 -0.51005  0.138
H -1.70756 -3.52879 -1.26372  0.105
H -1.98980 -3.91607 0.46051  0.102
H -0.41501 -3.04267 2.15417  0.150
H 2.44927 -3.05022 3.36820  0.146
H 1.07979 -2.03719 3.80603  0.108
H 2.64078 -1.30890 3.30323  0.104
H 3.39478 -1.48236 0.92876  0.165
O -3.26159 0.53533 -6.08610  -0.021
C -1.95384 0.02521 -6.11788  -0.157
C -1.40747 0.03169 -4.72672  -0.090
C -0.08216 -0.07496 -4.46032  0.035
C 0.36272 -0.11311 -3.11545  -0.067
N -0.42327 -0.26016 -2.07371  -0.036
C -1.81750 -0.27977 -2.29023  -0.152
C -2.37030 0.23529 -3.59905  -0.080
C -2.56039 -0.55748 -1.20290  -0.151
C -4.02277 -0.20412 -1.13071  -0.085
C -4.72148 -0.78902 0.06035  -0.075
C -6.21548 -0.74951 0.10016  -0.154
O -6.68146 -0.11227 -1.06065  -0.024
C -3.99601 -1.32215 1.06648  0.034
C -2.58240 -1.29467 0.99833  -0.089
N -1.86735 -0.95786 -0.04525  -0.036
H -3.68176 0.43323 -6.94966  0.138
H -1.29260 0.59427 -6.78134  0.158
H -1.92266 -1.01995 -6.46208  0.168
H 0.66037 -0.10353 -5.24744  0.147
H 1.42579 -0.03833 -2.91446  0.120
H -3.30188 -0.28281 -3.83600  0.170
H -4.54163 -0.57411 -2.02126  0.175
H -6.52671 -0.22928 1.01597  0.163
H -6.57766 -1.78253 0.18623  0.164
H -7.64311 -0.18238 -1.11390  0.137
H -4.46139 -1.71944 1.95906  0.151
H -2.03488 -1.59370 1.88659  0.117
O -0.58178 3.82677 -4.08034  -0.158
As -0.60134 3.41226 -2.43501  1.357
O 0.65753 3.77316 -1.54054  -0.288
O 1.64701 0.42211 -0.75924  -0.308
C -2.19239 2.38513 -2.32498  -0.229
C -2.76922 1.81187 -3.59066  -0.178
C -4.27169 2.00484 -3.54629  0.006
C -4.90596 1.82810 -2.40326  0.000
C -4.14318 1.37865 -1.17673  -0.136
C -2.74957 2.00674 -1.17468  -0.187
S -1.91713 2.23697 0.37424  0.601
O -1.41227 3.55973 0.38566  -0.204
O -2.74674 1.69757 1.39541  -0.198
O -0.67610 1.27502 0.23070  -0.485
H 0.13994 4.43317 -4.34167  0.124
H -2.36625 2.27375 -4.48774  0.134
H -4.76715 2.29518 -4.46187  0.142
H -5.97277 1.96054 -2.30137  0.137
H -4.64208 1.72492 -0.26884  0.166
C 1.59848 1.86689 4.25003  0.041
C 0.36868 1.23072 4.11447  0.022
C 0.08628 0.57003 2.94117  -0.111
N 0.96873 0.50360 1.92080  -0.120
C 2.15744 1.13223 2.04758  -0.087
C 2.50002 1.81544 3.19515  0.023
H 1.84315 2.40321 5.15825  0.147
H -0.37079 1.25916 4.90306  0.143
H -0.88193 0.10786 2.79125  0.109
H 2.82706 1.09492 1.19975  0.123
H 3.45962 2.31174 3.24822  0.143

Force components x, y, z for each atom (eV/Å):
W 0.2 -0.1 0.2
C 0.0 0.0 0.0
C -0.1 0.0 0.0
C 0.1 0.0 0.0
C 0.0 0.0 0.1
C 0.0 0.0 0.0
C 0.0 -0.1 0.0
C 0.0 0.0 -0.1
C 0.0 0.0 0.0
C -0.1 0.0 0.1
H 0.0 0.0 0.0
H 0.0 0.0 0.0
H 0.0 0.0 0.0
H 0.0 0.0 0.0
H 0.0 0.0 0.0
H 0.0 0.0 0.0
H 0.0 0.0 0.0
H 0.0 0.0 0.0
H 0.0 0.0 0.0
H 0.0 0.0 0.0
H 0.0 0.0 0.0
H 0.0 0.0 0.0
O 0.0 0.0 0.0
C 0.0 0.0 0.0
C 0.1 0.0 0.0
C 0.0 0.0 0.0
C 0.0 0.0 0.0
N -0.1 -0.1 0.0
C 0.0 0.0 0.0
C 0.0 0.0 0.0
C 0.0 0.0 0.0
C 0.0 0.0 0.0
C 0.0 0.0 0.0
C 0.0 0.0 0.0
O 0.0 0.0 0.0
C 0.0 0.0 0.0
C 0.0 0.0 0.0
N 0.0 0.0 0.0
H 0.0 0.0 0.0
H 0.0 0.0 0.0
H 0.0 0.0 0.0
H 0.0 0.0 0.0
H 0.0 0.0 0.0
H 0.0 0.0 0.0
H 0.0 0.0 0.0
H 0.0 0.0 0.0
H 0.0 0.0 0.0
H 0.0 0.0 0.0
H 0.0 0.0 0.0
H 0.0 0.0 0.0
O 0.0 0.1 0.1
As 0.1 0.1 0.0
O 0.0 -0.1 -0.1
O -0.2 0.0 0.0
C 0.1 0.0 -0.2
C 0.1 -0.1 0.0
C 0.0 0.0 0.0
C 0.0 0.0 0.0
C 0.0 0.0 0.0
C -0.2 0.1 0.2
S -0.1 -0.2 0.4
O 0.0 0.1 0.0
O 0.0 0.0 0.0
O 0.1 0.2 -0.6
H 0.0 0.0 0.0
H 0.0 0.0 0.0
H 0.0 0.0 0.0
H 0.0 0.0 0.0
H 0.0 0.0 0.0
C 0.0 0.0 0.0
C 0.0 0.0 0.0
C 0.0 0.0 0.0
N 0.0 0.0 0.1
C 0.0 0.0 0.0
C 0.0 0.0 0.0
H 0.0 0.0 0.0
H 0.0 0.0 0.0
H 0.0 0.0 0.0
H 0.0 0.0 0.0
H 0.0 0.0 0.0

Orbital gap = 5.83 eV
2S+1 = 1
Energy relative to the best compared isomer or geometry (same formula, charge and spin) = 59.2 kcal per mole
Largest force on an atom = 0.0126 Eh/bohr
Net charge = +4